(1)
A structure of composition C23H37InO2, computed with wB97M-V/def2-TZVPD.

CARTESIAN COORDINATES (ANGSTROEM)
O  -0.03776  -1.50262  -1.62428
C  -0.53797  -1.71963  -2.96567
C  0.50171  -2.83297  -3.24519
H  -0.37567  -0.75702  -3.42751
H  -1.60247  -1.98167  -3.02599
C  1.14851  -2.31122  -1.94765
H  1.01027  -2.75085  -4.22034
H  0.03606  -3.83782  -3.02925
C  2.37595  -1.43624  -2.19756
H  2.11810  -0.63510  -2.91838
H  3.18844  -2.05758  -2.58063
H  2.73177  -0.98644  -1.26641
C  1.32278  -3.31784  -0.82180
H  0.48635  -4.03261  -0.86376
H  1.31709  -2.78777  0.15162
H  2.26288  -3.85230  -0.97015
In  -0.11807  1.94532  -0.09807
C  -0.93871  -2.47060  3.46271
C  -1.66856  -1.24752  3.44261
C  -2.05716  -0.98587  2.09482
H  -1.86531  -0.60862  4.29401
C  -1.50626  -2.01685  1.27443
C  -0.83984  -2.93657  2.11497
H  -0.27576  -3.80358  1.78750
H  -0.49765  -2.92978  4.34140
H  -2.60432  -0.12388  1.74215
H  -1.59588  -2.05454  0.18885
C  1.59882  -0.36889  4.15866
C  1.83920  -1.55977  3.42252
C  2.45249  -1.22522  2.19846
H  1.57806  -2.57847  3.72968
C  2.72920  0.18499  2.21674
C  2.18547  0.71513  3.40770
H  2.21646  1.75493  3.68396
H  1.09479  -0.26347  5.11095
H  2.71828  -1.88134  1.37702
H  3.24927  0.73072  1.45026
O  0.70055  1.26150  -3.26604
C  1.07529  0.60137  -4.57683
C  0.51940  1.41047  -5.77921
H  0.49957  -0.35239  -4.57911
H  2.13243  0.28712  -4.65844
C  -0.49387  2.35693  -5.13402
H  -0.07584  0.78111  -6.44480
H  1.26792  1.97428  -6.32597
C  -0.34872  2.22207  -3.59884
H  -1.50539  2.06879  -5.43997
H  -0.23005  3.36183  -5.45692
H  -1.31899  1.86637  -3.17372
H  -0.06989  3.18317  -3.12898
C  -1.13033  2.13807  3.99509
C  -2.07621  2.48925  2.88038
C  -3.05192  3.54596  3.48302
C  -1.38811  2.94096  1.58375
H  -0.38064  2.91841  4.16676
H  -0.62492  1.20899  3.76840
H  -1.69576  2.00906  4.92193
H  -2.68739  1.61831  2.63050
H  -2.55394  4.52053  3.64453
H  -3.91577  3.77473  2.83026
H  -3.43762  3.24992  4.47212
H  -2.18612  3.35712  0.94668
H  -0.66425  3.72965  1.79105

## Properties
energy above the lowest of the compared OMol25 structures with the same formula, charge and spin	0.000	eV
gap between HOMO and LUMO (spin up / spin down)	0.182 / 0.188	hartree
LUMO level (spin up / spin down)	-1.6 / -1.4	eV

***

(2)
A cluster of 3 separate species, C23H37N2O12P in total, computed with wB97M-V/def2-TZVPD.

CARTESIAN COORDINATES (ANGSTROEM)
N  3.29865  0.77710  -0.82693
P  3.48201  2.29026  -0.49486
O  4.70941  2.48968  0.53586
O  3.74384  3.13654  -1.79696
C  1.96980  2.84623  0.30701
C  1.94831  2.98795  1.63358
C  0.66598  3.37114  2.29006
O  0.63648  4.07193  3.26520
C  -0.54258  2.82943  1.62491
C  -1.67046  2.43868  2.33470
C  -2.75244  1.90061  1.64410
C  -2.71469  1.75245  0.25938
C  -3.89277  1.12055  -0.46546
O  -5.12555  1.39076  0.20251
N  -5.42643  2.77007  0.06107
O  -5.95718  3.17884  1.01073
C  -1.59212  2.15851  -0.46074
C  -0.51882  2.68867  0.23981
C  0.71989  3.10243  -0.47114
O  0.72563  3.61749  -1.55102
H  3.98509  0.18118  -0.38352
H  4.71764  1.72040  1.11549
H  4.30304  2.56604  -2.34919
H  2.81160  2.81060  2.25495
H  -1.69069  2.55464  3.40672
H  -3.60586  1.57243  2.21528
H  -3.93511  1.53987  -1.47023
H  -3.75865  0.04640  -0.48668
H  -1.54736  2.03646  -1.53183
C  -1.46219  -4.52168  3.78968
O  -1.22858  -3.46395  4.69354
C  -0.56705  -2.35056  4.12007
C  -1.14578  -1.03522  4.59656
O  -2.44718  -0.73031  4.11789
C  -3.54872  -1.49658  4.58300
C  -3.91440  -1.29414  6.03773
O  -2.95575  -1.86651  6.91210
C  -2.64011  -1.06012  8.02595
H  -0.54507  -5.09068  3.60279
H  -2.19998  -5.18378  4.24097
H  -1.86578  -4.15395  2.84010
H  -0.61223  -2.38872  3.02618
H  0.48716  -2.38938  4.42471
H  -0.50910  -0.24249  4.19330
H  -1.09661  -0.95323  5.68343
H  -3.42271  -2.55469  4.35006
H  -4.39937  -1.14917  3.99005
H  -4.87699  -1.78734  6.22222
H  -4.02280  -0.22192  6.23364
H  -2.46027  -0.02113  7.72871
H  -1.72440  -1.45205  8.46663
H  -3.43731  -1.09421  8.77625
C  1.34743  1.36317  -4.09309
O  1.57529  0.00978  -4.42335
C  0.57377  -0.55977  -5.24382
C  1.15734  -1.44212  -6.32692
O  1.85820  -0.76043  -7.35551
C  3.10548  -0.15395  -7.06095
C  4.24637  -1.11130  -6.79057
O  4.10440  -1.76883  -5.54218
C  4.42014  -3.14234  -5.57569
H  0.58029  1.45083  -3.31676
H  2.27696  1.77552  -3.70917
H  1.05445  1.94224  -4.97595
H  -0.04360  0.21766  -5.70772
H  -0.07145  -1.18175  -4.60788
H  0.31657  -1.92133  -6.83507
H  1.76303  -2.24230  -5.89814
H  3.01130  0.58357  -6.26215
H  3.36582  0.40023  -7.96676
H  5.18052  -0.53549  -6.76423
H  4.30268  -1.84006  -7.60632
H  3.95561  -3.63826  -6.43510
H  4.02353  -3.59271  -4.66663
H  5.50439  -3.29788  -5.60447

## Properties
gap between HOMO and LUMO	0.289	hartree
SMILES string	N=P(O)(O)C1=CC(=O)c2ccc(CON=O)cc2C1=O.COCCOCCOC.COCCOCCOC
LUMO level	-1.1	eV

***

(3)
A cluster of 3 separate species, C23H38BNO11P2S in total, computed with wB97M-V/def2-TZVPD.

CARTESIAN COORDINATES (ANGSTROEM)
C  -2.79057  1.48651  7.81281
C  -1.90332  0.17150  8.13783
O  -2.32996  -0.86978  7.20395
C  -1.20657  -1.69546  6.81352
C  -0.76020  -1.32913  5.31567
O  -0.19802  0.01673  5.31224
C  -0.20979  0.54745  3.96928
C  0.26869  -0.25046  2.72098
C  0.23338  0.43203  1.30097
B  0.81098  -0.48968  0.07316
C  2.38474  -0.95770  0.24148
O  0.05536  -0.85616  -1.09061
C  -0.30162  1.88635  1.07405
C  -0.78336  2.68840  2.31959
C  -0.71265  1.99160  3.73449
S  -1.26455  3.08455  5.15053
C  -0.51475  4.72371  4.64338
C  0.17302  5.67211  5.65848
C  0.79044  6.98729  5.05009
C  0.69869  7.28521  3.51475
C  -0.02780  6.32257  2.50267
C  -0.61991  5.02231  3.09696
N  -1.29854  4.08475  2.17316
H  -2.08451  2.39747  7.86515
H  -3.67359  1.60669  8.52550
H  -3.16918  1.38150  6.74156
H  -0.80445  0.48981  7.96294
H  -2.09885  -0.14641  9.22349
H  -0.29852  -1.59069  7.50583
H  -1.57748  -2.78608  6.83379
H  -1.66564  -1.34965  4.61941
H  -0.00624  -2.10128  4.91534
H  0.67730  -1.32196  2.81868
H  2.88607  -1.16942  -0.77268
H  2.46464  -1.86470  0.95815
H  2.95594  -0.09360  0.75570
H  0.69576  -1.04129  -1.82622
H  -0.31934  2.40190  0.04961
H  0.23736  5.43296  6.78295
H  1.34471  7.75341  5.68607
H  1.16295  8.22896  3.08353
H  -0.11967  6.55316  1.38005
H  -2.28835  4.03938  2.49342
C  5.52805  -0.07068  -6.22354
O  4.30801  -0.70535  -5.84293
P  2.94327  0.34632  -5.84959
O  2.21419  -0.56599  -4.86489
O  2.59275  -0.08592  -7.38896
C  2.29418  -1.44719  -7.66006
O  1.64597  1.46726  -5.88611
C  1.18663  1.94095  -4.62724
H  6.33026  -0.80927  -6.19755
H  5.44564  0.33013  -7.23877
H  5.76375  0.73567  -5.52425
H  1.92804  -1.98148  -6.78190
H  3.19005  -1.94397  -8.03886
H  1.52209  -1.48220  -8.43196
H  2.01904  2.08835  -3.93721
H  0.46985  1.23390  -4.20624
H  0.68189  2.89645  -4.78229
C  0.52597  -4.61392  -4.18709
O  -0.70000  -5.23388  -3.80690
P  -2.04910  -4.16194  -3.82190
O  -2.78413  -5.05935  -2.83152
O  -2.41257  -4.59251  -5.35979
C  -2.73165  -5.94950  -5.62568
O  -3.33262  -3.02480  -3.84696
C  -3.77454  -2.54775  -2.58325
H  1.32170  -5.35962  -4.15833
H  0.44721  -4.21460  -5.20331
H  0.76612  -3.80779  -3.48906
H  -3.10155  -6.47607  -4.74447
H  -1.84451  -6.46015  -6.00700
H  -3.50762  -5.97560  -6.39427
H  -2.93416  -2.41199  -1.90061
H  -4.49608  -3.24673  -2.15708
H  -4.26871  -1.58560  -2.73212

## Properties
gap between HOMO and LUMO	0.193	hartree
SMILES string	CCOCCOc1cc(B(C)O)cc2c1Sc1ccccc1N2.COP(=O)(OC)OC.COP(=O)(OC)OC
LUMO level	-2.8	eV